ORCA calculation (ωB97M-V/def2-TZVPD) on a molecular structure, C36H49IrN3O4P2SSe at a distorted geometry.

Last column: Löwdin charge in e.
CARTESIAN COORDINATES (ANGSTROEM)
Ir: -0.59992 -0.46250 0.34485  1.239
C: -1.97494 -0.84721 -3.41565  -0.101
C: -0.62898 -0.15167 -3.24834  -0.477
C: 0.20080 -0.36757 -4.52712  -0.095
P: 0.39779 -0.48581 -1.75816  1.043
C: 1.51588 -1.93638 -1.99662  -0.485
C: 2.83021 -1.61477 -2.71098  -0.085
C: 0.81963 -3.13461 -2.64290  -0.095
C: 1.42110 1.00847 -1.60300  -0.285
C: 1.76226 1.95503 -2.55796  -0.024
C: 2.49279 3.08187 -2.19804  -0.258
C: 2.79932 4.15136 -3.20597  -0.039
C: 2.86743 3.23307 -0.86567  -0.022
C: 2.49945 2.31764 0.10379  -0.033
C: 1.75887 1.21021 -0.26846  -0.346
N: 1.28749 0.21953 0.64098  -0.129
C: 2.29251 -0.61589 1.15743  -0.294
C: 3.67299 -0.37578 1.01894  0.002
C: 4.60284 -1.26753 1.51495  -0.024
C: 4.24042 -2.44868 2.16015  -0.267
C: 5.27335 -3.41239 2.66912  -0.047
C: 2.88362 -2.70400 2.27150  -0.042
C: 1.93170 -1.81933 1.77708  -0.305
P: 0.17402 -2.11090 1.82541  1.008
C: -0.11689 -3.91101 1.73341  -0.509
C: 0.33760 -4.48952 0.39978  -0.094
C: -1.57183 -4.24661 2.06715  -0.081
C: -0.35410 -1.59269 3.51405  -0.509
C: 0.01199 -0.13400 3.78293  -0.104
C: 0.26362 -2.49938 4.58159  -0.096
H: -2.41722 -0.48199 -4.34448  0.093
H: -2.66114 -0.61349 -2.60966  0.047
H: -1.88858 -1.93069 -3.48985  0.054
H: -0.82337 0.91564 -3.12407  0.068
H: 0.27446 -1.42337 -4.77867  0.065
H: 1.20650 0.03925 -4.48240  0.053
H: -0.32031 0.12506 -5.34979  0.093
H: 1.76015 -2.17925 -0.95376  0.076
H: 2.68099 -1.44392 -3.77599  0.070
H: 3.49897 -2.47158 -2.60810  0.086
H: 3.32944 -0.74414 -2.28556  0.071
H: 0.60777 -2.95075 -3.69347  0.064
H: -0.11845 -3.40096 -2.16862  0.037
H: 1.48433 -3.99900 -2.59311  0.092
H: 1.43220 1.85625 -3.58014  0.109
H: 2.84580 3.74491 -4.21578  0.078
H: 3.74931 4.63965 -2.99063  0.078
H: 2.01973 4.91491 -3.19101  0.090
H: 3.42322 4.11511 -0.57156  0.120
H: 2.74829 2.48538 1.14332  0.130
H: 4.03247 0.50259 0.50889  0.103
H: 5.65447 -1.04216 1.38213  0.119
H: 6.09908 -2.88781 3.14937  0.081
H: 5.69175 -4.00666 1.85465  0.085
H: 4.84460 -4.10157 3.39554  0.077
H: 2.55823 -3.62540 2.74168  0.112
H: 0.51798 -4.32803 2.52302  0.094
H: -0.30187 -4.12928 -0.40348  0.035
H: 0.25566 -5.57700 0.42286  0.093
H: 1.37413 -4.22935 0.17706  0.071
H: -2.26463 -3.82097 1.34312  0.053
H: -1.85406 -3.88620 3.05530  0.072
H: -1.70092 -5.32959 2.05343  0.091
H: -1.43924 -1.69262 3.52251  0.100
H: 1.09330 0.01661 3.73169  0.079
H: -0.31195 0.13126 4.79039  0.087
H: -0.47133 0.54624 3.08755  0.054
H: 1.35284 -2.40887 4.60077  0.075
H: 0.00063 -3.54790 4.44803  0.065
H: -0.10606 -2.19573 5.56249  0.087
C: -5.47880 6.51378 1.53941  -0.050
C: -4.46493 5.59137 0.92342  -0.267
C: -4.54723 5.23556 -0.41789  -0.031
C: -3.63727 4.35168 -0.97907  -0.049
C: -2.62759 3.82799 -0.19152  -0.303
C: -2.51669 4.17923 1.14593  -0.047
C: -3.43403 5.05504 1.69550  -0.029
S: -1.42810 2.72287 -0.89151  0.600
O: -1.72300 2.65546 -2.31109  -0.320
O: -0.13466 3.23341 -0.52044  -0.289
N: -1.68096 1.33478 -0.11048  -0.319
C: -3.09768 0.93146 -0.00717  -0.187
C: -3.26776 0.11606 1.26929  -0.601
O: -4.31614 0.06524 1.87198  0.083
O: -2.18990 -0.53246 1.66232  -0.257
H: -5.97263 7.12126 0.78245  0.075
H: -5.01552 7.18089 2.26601  0.078
H: -6.24832 5.94225 2.06150  0.086
H: -5.33640 5.65090 -1.03257  0.113
H: -3.69914 4.06761 -2.02055  0.112
H: -1.71319 3.76552 1.74101  0.119
H: -3.35321 5.32968 2.73999  0.115
H: -3.44219 0.32368 -0.84781  0.104
H: -3.76685 1.78944 0.07176  0.114
Se: -3.54448 -3.97909 -1.67966  0.570
C: -2.50805 -2.72395 -0.99898  -0.968
N: -1.80342 -1.88320 -0.60974  -0.106

Results
LUMO energy (spin up / spin down) = 0.089 / -1.760 eV
Kohn-Sham gap (spin up / spin down) = 7.86 / 5.98 eV
ΔE to the lowest compared entry with this formula, charge and spin = 15.16 kcal per mole
multiplicity = 2
M = 952.997 g/mol

=====

ORCA calculation (ωB97M-V/def2-TZVPD) on a molecular structure, C36H49IrN4O5S2SiTe at a distorted geometry.

Last column: Löwdin charge in e.
CARTESIAN COORDINATES (ANGSTROEM)
Ir: 0.28038 0.37986 1.45874  1.135
C: 0.31430 -2.20050 3.17321  -0.148
C: 0.83000 -2.60405 1.82161  -0.169
N: 1.62335 -1.50010 1.25159  -0.144
C: 3.05528 -1.52938 1.57278  -0.257
C: 3.39241 -1.18945 3.02846  -0.420
S: 2.66025 0.36924 3.58108  0.773
C: 1.47591 -0.06750 4.87675  -0.439
C: -0.00554 -0.16511 4.44215  -0.230
N: -0.19483 -0.80777 3.12072  -0.181
H: -0.47397 -2.87878 3.50325  0.138
H: 1.10111 -2.23533 3.91830  0.091
H: 1.40785 -3.53107 1.87159  0.145
H: -0.01362 -2.76809 1.16516  0.081
H: 1.50780 -1.52357 0.24232  0.072
H: 3.46081 -2.52421 1.36051  0.132
H: 3.54497 -0.81696 0.90914  0.058
H: 3.11121 -1.98330 3.71958  0.078
H: 4.47095 -1.06091 3.10711  0.084
H: 1.81806 -1.00075 5.32344  0.076
H: 1.55526 0.69378 5.65254  0.080
H: -0.52076 -0.74344 5.21570  0.136
H: -0.47979 0.80958 4.37979  0.079
H: -1.18036 -0.79517 2.87492  0.083
C: -1.43737 -3.00197 -3.39343  -0.077
C: -0.57398 -2.58269 -2.19325  -0.582
C: 0.54141 -1.64795 -2.70148  -0.080
C: 0.07856 -3.84161 -1.59976  -0.081
Si: -1.59221 -1.65919 -0.87450  0.530
O: -0.60440 -0.86696 0.16233  -0.457
C: -2.63429 -2.82843 0.18148  -0.223
C: -3.32954 -3.93916 -0.30993  -0.086
C: -4.04965 -4.77668 0.53283  -0.068
C: -4.11657 -4.51249 1.89479  -0.078
C: -3.48165 -3.38947 2.40412  -0.080
C: -2.75228 -2.57071 1.55008  -0.107
C: -2.85029 -0.59209 -1.78443  -0.206
C: -4.22696 -0.75624 -1.57164  -0.091
C: -5.16624 0.02800 -2.23142  -0.084
C: -4.74993 0.99581 -3.13589  -0.078
C: -3.39353 1.16965 -3.37501  -0.095
C: -2.46169 0.39410 -2.69729  -0.108
H: -0.79651 -3.39162 -4.19399  0.092
H: -2.00515 -2.16745 -3.80611  0.072
H: -2.14088 -3.79818 -3.14210  0.070
H: 1.28035 -2.21409 -3.28200  0.093
H: 1.07307 -1.13726 -1.89452  0.042
H: 0.14809 -0.87433 -3.36582  0.075
H: 0.63011 -4.38468 -2.37651  0.092
H: -0.65279 -4.53132 -1.17413  0.076
H: 0.80191 -3.60319 -0.82008  0.061
H: -3.32340 -4.15723 -1.37175  0.098
H: -4.56370 -5.63806 0.12424  0.109
H: -4.66827 -5.17340 2.55212  0.107
H: -3.56591 -3.14944 3.45825  0.103
H: -2.28172 -1.67702 1.94473  0.067
H: -4.57509 -1.51963 -0.88460  0.099
H: -6.22344 -0.12412 -2.04815  0.110
H: -5.47833 1.60811 -3.65389  0.109
H: -3.06154 1.90637 -4.09758  0.114
H: -1.40753 0.54824 -2.90660  0.099
C: -0.09678 3.35617 4.02631  -0.396
Te: 1.14350 2.90903 2.36866  1.311
C: 0.28080 4.43455 1.18944  -0.371
H: -1.13870 3.22410 3.74017  0.018
H: 0.09247 4.38445 4.32558  0.017
H: 0.15362 2.69648 4.85308  -0.010
H: 0.47471 5.37131 1.70701  0.021
H: -0.78955 4.28505 1.05806  0.018
H: 0.78344 4.43507 0.22461  0.008
O: 7.67097 4.33391 -3.74711  0.128
C: 7.34123 3.02868 -3.68483  -0.479
O: 7.98711 2.21530 -4.27570  0.132
C: 6.15010 2.64953 -2.84356  -0.125
C: 6.01228 1.29901 -2.53569  -0.005
C: 4.92660 0.86008 -1.80626  -0.090
C: 3.96489 1.77556 -1.35107  -0.601
S: 2.61900 1.17683 -0.43288  0.823
C: 4.10857 3.13585 -1.65429  -0.085
C: 5.18778 3.55783 -2.40821  -0.019
H: 7.10354 4.86223 -3.17828  0.089
H: 6.76024 0.60614 -2.89744  0.126
H: 4.80977 -0.19386 -1.58777  0.100
H: 3.35784 3.84086 -1.32709  0.101
H: 5.24396 4.60963 -2.66585  0.115
C: -3.97792 2.27674 0.17746  0.033
N: -2.59999 2.40634 -0.30626  -0.014
C: -2.28906 3.11062 -1.43293  -0.059
C: -1.03807 3.16640 -1.91083  0.020
C: 0.01344 2.41242 -1.26975  -0.504
O: 1.15793 2.39260 -1.76713  -0.098
N: -0.32343 1.76027 -0.10946  -0.029
C: -1.59082 1.79904 0.36794  -0.560
O: -1.76420 1.26964 1.49861  -0.063
H: -4.60027 2.96138 -0.39088  0.103
H: -4.02420 2.52153 1.23506  0.099
H: -4.32247 1.25504 0.02742  0.084
H: -3.12047 3.60979 -1.90949  0.141
H: -0.79754 3.73375 -2.79616  0.133

Results
LUMO energy (spin up / spin down) = -3.094 / -3.285 eV
Kohn-Sham gap (spin up / spin down) = 6.87 / 7.05 eV
ΔE to the lowest compared entry with this formula, charge and spin = 91.58 kcal per mole
total charge = +1
multiplicity = 2
M = 1029.848 g/mol

=====

Look up the multiplicity of the second one.
2

=====

Which of these has the lowest ΔE to the lowest compared entry with this formula, charge and spin?
C36H49IrN3O4P2SSe